A 2-piece molecular cluster, C3H13N3OP overall in a non-equilibrium geometry, computed with ωB97M-V/def2-TZVPD.

Each line ends with the natural charge from an NBO analysis.
Atoms and positions in Å:
N (-0.283101, -1.038247, 1.899937)  -0.87
H (-1.163128, 2.360603, -0.276875)  0.28
H (-0.432039, -2.012298, 2.125769)  0.39
H (1.292154, 0.424244, 1.767583)  0.19
O (1.297372, -1.034248, -3.415441)  -1.02
P (0.472433, -1.730283, -2.152266)  1.12
H (-0.865151, 1.920912, -2.984407)  0.43
H (-1.121207, -0.612376, 2.324670)  0.37
H (-2.484257, 1.323720, -0.833406)  0.27
H (-0.637518, -1.234251, -2.765658)  -0.13
C (-1.516652, 1.331075, -0.363603)  -0.73
N (-0.452540, 1.133798, -2.606757)  -0.70
C (0.874131, -0.351824, 2.437160)  -0.43
H (0.060727, -0.736669, 0.083814)  0.45
H (-1.435199, 0.775240, 0.510002)  0.27
H (0.767329, 0.158326, 3.403118)  0.20
H (0.180468, 0.400363, -3.027307)  0.47
H (2.110712, -1.268806, -3.785996)  0.53
N (0.360039, -0.525690, -0.905613)  -0.96
C (-0.689963, 0.736441, -1.385723)  0.65
H (1.582083, -1.052231, 2.663960)  0.21

Forces on the atoms, in the same order (eV/Å):
-2.14 1.12 0.02
-0.28 0.11 0.39
0.86 -0.16 0.20
-0.27 -0.61 -0.04
-2.11 1.44 0.96
0.87 -0.88 0.48
-0.92 1.69 -1.38
0.38 -0.17 -0.54
-0.95 0.21 0.41
-1.31 -0.48 -0.45
0.30 1.17 -1.96
1.14 -3.99 2.96
-0.35 1.71 0.43
0.34 -0.51 -0.46
-0.20 -0.70 1.59
-0.71 -0.07 -0.14
-0.32 1.83 -1.04
2.11 -0.94 -0.25
-3.84 4.25 -1.97
5.10 -3.27 0.66
2.29 -1.75 0.12

Calculated values
* total charge: +1



C3H13N4 as an isolated structure in a non-equilibrium geometry, computed with ωB97M-V/def2-TZVPD.

Each line ends with the natural charge from an NBO analysis.
Atoms and positions in Å:
H (1.275778, -1.235882, -1.936572)  0.41
H (-1.291750, 1.324772, 1.627505)  0.21
H (-1.788518, -0.119943, 2.547011)  0.22
H (1.413534, -0.780284, -3.576801)  0.43
H (0.032084, 1.021482, -3.417474)  0.21
N (1.581823, 0.307166, 1.490664)  -0.81
H (0.368130, -0.926166, 2.594643)  0.20
N (-0.663292, -0.504419, 0.789363)  -0.62
H (-1.065926, -1.425648, 0.636159)  0.39
H (1.876911, 0.530616, 0.545909)  0.36
C (0.616415, -0.744860, 1.545491)  -0.06
H (1.265547, 1.170406, 1.916076)  0.37
C (0.214488, 0.441387, -2.518934)  0.37
C (-1.645475, 0.297484, 1.550840)  -0.43
H (-0.402168, 0.184211, -0.336388)  0.43
H (-0.866680, 1.653470, -1.554959)  0.40
H (1.032830, -1.674508, 1.158419)  0.19
N (-0.349233, 0.797086, -1.403104)  -0.76
H (-2.595609, 0.303229, 1.020950)  0.22
N (0.991112, -0.619608, -2.678797)  -0.75

Forces on the atoms, in the same order (eV/Å):
-0.11 0.07 0.15
0.02 -0.01 0.08
-0.05 0.08 0.03
-0.02 -0.06 -0.04
0.11 0.03 -0.02
-0.19 0.22 -0.43
-0.03 -0.01 -0.05
0.31 -0.07 0.52
-0.11 0.10 -0.25
0.09 -0.11 0.13
-0.13 0.06 0.35
0.04 -0.13 0.18
-0.18 -0.19 0.47
0.10 -0.03 -0.11
-0.32 -0.38 -0.19
-0.18 -0.04 0.43
0.14 0.08 -0.11
0.31 0.40 -0.89
-0.01 0.00 0.01
0.18 -0.02 -0.25

Calculated values
* total charge: +1



A 2-piece molecular cluster, C3H13N4O overall in a non-equilibrium geometry, computed with ωB97M-V/def2-TZVPD.

Each line ends with the natural charge from an NBO analysis.
Atoms and positions in Å:
H (-1.939608, 1.003212, 0.136900)  0.46
H (0.196206, -1.597884, 2.447399)  0.42
H (-0.404848, -1.644443, -3.391227)  0.43
H (-1.622786, 0.869381, -2.194283)  0.26
C (0.328481, -0.129171, -2.146380)  -0.33
N (0.395288, -0.840350, 1.811745)  -0.89
H (1.089897, -1.049958, -3.872167)  0.44
H (-0.677443, 0.010259, 0.506881)  0.47
C (-1.072253, 0.166641, -1.573000)  -0.24
N (0.195455, -0.807769, -3.414434)  -0.18
H (0.676328, -0.246982, 4.307609)  0.42
H (0.847181, 1.439681, 4.065464)  0.44
N (-1.009668, 0.732407, -0.188008)  -0.72
N (0.575287, 0.545406, 3.690822)  -0.79
O (0.901373, 1.348464, 1.590283)  -0.69
H (1.070557, -1.107264, 1.112041)  0.39
H (-1.668373, -0.744862, -1.470708)  0.24
C (0.688329, 0.428003, 2.356511)  0.78
H (0.925204, -0.702468, -1.415392)  0.31
H (-0.351907, 1.512434, -0.032522)  0.49
H (0.857293, 0.815256, -2.327541)  0.29

Forces on the atoms, in the same order (eV/Å):
-0.07 0.24 -0.15
0.01 -0.09 0.14
-0.62 0.48 -0.66
0.12 0.01 -0.14
-1.35 1.65 -0.49
-0.27 -0.08 -0.33
-0.31 0.71 -0.60
-0.01 0.09 -0.07
-0.31 -0.08 0.55
1.65 -2.00 2.07
-0.08 0.04 -0.08
-0.09 0.14 0.14
0.21 -0.49 0.06
0.31 -0.03 -0.28
0.17 0.46 -0.51
0.30 -0.11 0.17
0.08 0.01 -0.22
-0.19 -0.38 0.80
0.23 -0.41 -0.49
-0.06 0.02 0.02
0.27 -0.17 0.07

Calculated values
* total charge: +2
* 2S+1: 2



A 2-piece molecular cluster, C3H13N5 overall, computed with ωB97M-V/def2-TZVPD.

Each line ends with the natural charge from an NBO analysis.
Atoms and positions in Å:
H (-0.962925, 2.178593, -0.452497)  0.24
N (2.757261, -0.027363, -0.015812)  -0.70
H (-0.900078, -1.976017, -0.887304)  0.23
H (-1.937318, 1.420012, -1.736752)  0.20
H (1.570050, 1.176617, 0.899297)  0.42
C (-1.556921, -1.113704, -0.952346)  -0.41
H (-1.907729, -0.994686, -1.978001)  0.20
N (-0.621003, -0.900633, 1.645718)  -0.89
H (-0.319563, -0.785825, 2.609080)  0.34
H (3.235293, 0.198907, -0.885452)  0.34
H (1.662978, -1.749376, -0.175712)  0.33
H (0.545042, 1.299994, 2.227122)  0.38
H (3.403825, -0.563693, 0.559452)  0.34
N (1.544792, -0.742274, -0.280839)  -0.79
C (-0.006507, -0.074825, 0.872666)  0.65
N (-0.790602, 0.093145, -0.565112)  -0.46
C (-1.589244, 1.328447, -0.707810)  -0.42
H (-2.439051, 1.281014, -0.027034)  0.22
N (0.596744, 1.132978, 1.232056)  -0.92
H (-2.383262, -1.247075, -0.259471)  0.23
H (0.098216, 0.065763, -1.121247)  0.47

Forces on the atoms, in the same order (eV/Å):
-0.04 -0.03 0.04
0.01 -0.36 0.02
0.00 0.02 0.05
-0.02 -0.07 0.04
-0.17 -0.08 0.05
0.22 0.11 0.30
-0.03 0.06 0.06
-0.20 0.10 -0.25
0.10 -0.10 -0.13
-0.08 -0.12 0.13
0.14 0.17 0.23
-0.10 -0.08 -0.07
-0.11 0.13 -0.05
-0.67 0.50 -0.12
0.03 -0.26 -0.49
0.83 -0.20 0.25
0.31 -0.13 0.18
0.04 -0.02 -0.03
0.07 0.19 -0.33
0.01 0.00 -0.01
-0.35 0.17 0.12



C3H13NO2 as an isolated structure in a non-equilibrium geometry, computed with ωB97M-V/def2-TZVPD.

Each line ends with the Mulliken charge.
Atoms and positions in Å:
H (-2.135519, -1.509280, -0.779995)  0.31
O (-1.671553, 0.497027, 2.131973)  -0.68
H (0.208368, 3.180316, 0.183745)  0.32
H (1.903174, 0.419384, 0.389024)  0.40
H (1.691451, -0.944231, -1.885524)  0.27
H (-1.280055, 0.679929, -1.538040)  0.26
O (-0.112536, 2.599803, 0.930169)  -0.77
C (-0.671221, 0.109834, -0.751915)  -0.72
H (-1.628503, 0.434022, 1.181345)  0.45
H (0.909543, -0.895679, 0.936010)  0.31
H (-1.141557, 1.227608, 2.387423)  0.33
H (3.024743, -1.290841, -0.819424)  0.28
H (-0.451781, -2.072824, -1.192293)  0.34
C (-1.026919, -1.381007, -0.554207)  -0.94
H (-0.228871, 1.690794, 0.471331)  0.23
N (1.849851, -1.288646, -0.970089)  -0.59
H (0.411930, 0.483849, -0.650546)  0.17
C (1.186127, -0.325557, 0.007920)  -0.28
H (-0.836671, -1.614503, 0.523091)  0.30

Forces on the atoms, in the same order (eV/Å):
1.39 0.20 0.30
-0.94 -1.41 0.94
-0.57 -0.81 1.33
-0.70 0.64 -0.70
0.04 0.38 -1.04
2.43 -0.64 0.04
0.78 -0.49 -2.03
-3.83 -1.49 1.44
0.26 0.19 -0.90
-1.02 0.89 -1.35
0.64 1.15 0.14
-4.35 0.27 -0.47
-0.42 0.11 0.28
-0.82 0.64 0.15
-0.47 1.57 0.72
3.33 0.48 2.52
1.81 0.50 0.63
2.94 -1.85 -1.07
-0.51 -0.34 -0.91



A 3-piece molecular cluster, C3H13NO2 overall in a non-equilibrium geometry, computed with ωB97M-V/def2-TZVPD.

Each line ends with the natural charge from an NBO analysis.
Atoms and positions in Å:
H (6.765517, 1.570052, -1.162204)  0.46
O (-3.617894, -4.752472, -1.969961)  -0.94
H (0.685582, 2.341417, 0.967339)  0.19
H (-2.234982, 0.032022, 0.638542)  0.21
H (0.532589, 2.168729, -1.276233)  0.20
C (-0.009778, 1.324314, -0.761726)  -0.62
H (-1.132715, 2.304293, 0.840765)  0.17
H (0.718681, 0.542213, -0.970188)  0.22
C (-1.623367, -0.009854, 1.535366)  -0.43
O (6.646053, 0.981774, -0.396913)  -0.93
H (-0.943882, 1.159865, -1.288304)  0.20
H (-4.290451, -5.334551, -1.573983)  0.47
H (5.726663, 0.737509, -0.565329)  0.46
H (-1.442030, -1.082265, 1.860364)  0.20
C (-0.194571, 1.732344, 0.727074)  -0.23
N (-0.231389, 0.434243, 1.463122)  -0.63
H (0.206727, 0.565218, 2.363018)  0.36
H (-2.188792, 0.391475, 2.398997)  0.17
H (-3.371962, -5.106327, -2.829745)  0.47

Forces on the atoms, in the same order (eV/Å):
0.49 -0.11 0.43
-0.28 -0.05 0.40
-0.35 -0.18 0.48
0.53 0.12 -0.23
-0.96 -0.31 0.19
0.99 2.24 -0.73
0.45 0.02 0.12
-0.40 -0.53 0.70
0.95 -2.58 2.68
-0.51 0.44 -0.90
-0.04 -0.23 -0.06
0.50 0.24 -0.52
0.01 -0.33 0.47
-1.07 0.74 -0.73
0.72 -1.64 -1.28
-0.41 2.16 -0.95
-0.46 -0.24 0.33
0.05 0.43 -0.52
-0.21 -0.19 0.12

Calculated values
* structure (SMILES): CCNC.O.O



For reference, relative energy (zero: lowest compared OMol25 entry of this formula, charge and spin) by record: 1.3750 1.2250 0.0000 3.7818 7.5344 1.6931 eV.
For reference, DFT total energy by record: -19120.527 -9276.319 -11311.763 -10768.980 -8899.891 -8905.733 eV.